The following is a quantum chemistry calculation of a gas-phase ion, C5H9N4S (charge +1) at a distorted geometry, from OMol25.

```
19
Properties=species:S:1:pos:R:3:forces:R:3:nbo_charge:R:1
C -0.2959 0.3396 0.0039 1.3 -0.8 0.5 0.424
H -2.4595 1.3044 2.1762 0.1 1.8 0.2 0.249
C 0.6743 0.5637 1.0747 -1.1 0.4 1.9 0.167
H -2.8549 -0.2487 1.7730 1.2 0.1 1.2 0.262
N 2.2887 -0.4600 -0.8755 -0.4 -2.6 2.5 -0.822
N 0.2403 0.0678 2.1794 1.4 0.1 -1.2 -0.312
H 2.7434 0.1959 -0.2549 -0.1 0.6 -0.5 0.409
N 0.0346 0.2020 -1.2540 0.1 0.4 1.6 -0.530
H 1.6981 0.8661 -2.3012 0.2 0.4 -0.5 0.234
C -0.8780 -0.0985 2.7712 1.1 -0.4 -0.9 0.079
N -1.5387 0.4036 0.4624 -1.4 1.2 -1.5 -0.528
H -0.8881 -0.7858 3.6036 -0.6 0.1 0.1 0.249
H -2.3253 0.5958 -0.2405 1.6 -0.4 1.6 0.439
H 1.8322 -0.8081 -4.0148 -0.1 -0.3 0.0 0.159
C 1.3443 -0.0349 -1.8451 0.6 -1.7 0.8 0.021
C -1.9461 0.4272 1.9040 -2.7 -1.9 -1.4 -0.276
S 1.0532 -1.4091 -3.0970 0.3 1.2 0.3 -0.019
H 1.9941 -1.3049 -0.2215 0.7 2.0 -2.3 0.384
H -0.7169 0.1837 -1.8440 -2.1 -0.1 -2.3 0.408
```
Forces are in eV/Å.

Computed properties:
Kohn-Sham gap (alpha / beta) = 7.56 / 7.56 eV
LUMO level (alpha / beta) = -5.2 / -5.2 eV
SMILES = N[C@@H](S)NC1=C=[N+]=CCN1
net charge = +1
energy above the lowest of the compared OMol25 structures with the same formula, charge and spin = 3.704 eV

***

The following is a quantum chemistry calculation of a molecular structure, C38H29BrNO6PtSeTe at a distorted geometry, from OMol25.

```
78
Properties=species:S:1:pos:R:3:forces:R:3:lowdin_spin:R:1
C 2.1119 -4.1717 1.4753 0.0 0.0 0.0 0.005
H 6.0318 3.0973 5.3697 0.0 0.0 0.1 0.000
H 6.6666 1.4540 5.4371 0.1 0.0 0.0 0.000
C 0.8327 -3.6697 1.6286 0.0 -0.1 0.0 0.000
H 0.5040 0.7991 3.6060 -0.2 -0.1 0.1 0.013
C 1.1402 -0.8482 -5.6315 0.1 0.0 -0.2 0.000
O -5.1635 -3.9940 -1.2747 -0.2 0.0 0.3 0.004
C -3.6599 5.7385 -1.0450 -0.3 0.1 0.0 0.000
C 1.2779 0.2379 4.1313 0.0 0.0 0.1 0.014
C -0.8162 -1.7841 1.6575 -0.2 0.0 -0.2 0.023
C -5.9801 2.8614 -1.1334 -0.3 -0.3 0.0 0.001
H 5.6036 1.0267 0.4618 0.0 0.0 -0.1 0.001
C 0.5349 -0.4322 -3.3393 -0.1 0.0 -0.2 0.020
Se -1.5784 1.6542 1.5761 -0.1 -0.4 -0.8 1.582
C 2.6248 0.7694 3.7516 -0.2 0.0 0.0 0.023
C 5.1236 1.7411 3.0797 0.0 0.0 0.1 0.005
O -3.4684 -6.3928 -1.0077 0.1 0.3 -0.1 -0.003
C 4.7831 1.6335 4.4186 0.1 0.0 0.0 -0.002
H 1.1965 -0.8088 3.8360 -0.1 -0.1 0.0 0.001
C 3.5294 1.1375 4.7383 0.0 0.0 0.0 0.007
C -4.7263 0.8304 -1.3522 0.4 -0.2 -0.2 0.031
C -3.5076 1.4816 -1.3118 -0.2 -0.5 0.1 0.141
H -1.5489 5.6823 -1.4586 0.1 0.0 0.0 0.000
C 1.6199 -1.4704 1.1250 -0.1 -0.1 0.0 0.030
H -5.7666 5.4819 -0.8386 0.0 0.0 0.0 0.000
H 2.2968 -5.2278 1.6108 0.0 -0.1 0.0 0.000
C -2.4051 3.7384 -1.4721 0.6 0.3 -0.1 0.016
C 0.5633 -2.3162 1.4596 -0.1 0.2 0.0 0.007
C -3.0441 -2.8565 -1.0371 1.1 -1.7 0.3 0.016
C -5.9512 1.5044 -1.2945 -0.2 0.5 0.1 0.007
O -3.3614 -1.6815 -0.7683 -0.4 1.7 0.0 0.112
H -0.4870 -1.0796 -7.0130 0.0 0.0 -0.1 0.000
Te 1.3647 0.6061 0.8020 0.2 -0.2 0.9 0.517
H -1.5259 -2.5801 1.8753 0.0 0.0 0.0 0.000
C -1.6557 -4.7904 -1.2245 0.0 0.1 0.1 0.000
C 3.1501 -3.3229 1.1364 0.1 -0.1 0.0 0.003
O -0.6737 -5.5251 -1.2443 0.0 0.0 0.0 -0.004
C -1.1705 -0.7153 -5.0165 -0.1 0.0 -0.1 0.003
H 2.5450 -0.5846 -4.0202 0.0 0.0 0.0 0.001
C 5.7544 2.0492 5.4903 0.0 0.0 -0.1 0.000
C -3.9416 -4.0172 -1.1263 0.1 0.3 -0.5 0.008
C 2.8981 -1.9755 0.9571 0.1 0.2 0.0 0.013
H 3.6979 -1.3061 0.6753 0.1 0.0 0.0 0.002
H 1.9047 -0.9769 -6.3869 0.0 -0.1 0.0 0.000
H -6.9168 3.3902 -1.0118 -0.1 0.1 0.0 0.000
H 5.3203 1.9165 6.4795 0.0 0.0 0.1 0.000
O 2.2320 -0.0427 -1.7264 0.0 0.0 -0.4 0.148
C -1.6709 -3.3067 -1.3046 -1.1 -0.4 -0.2 0.005
H -3.6858 6.8128 -0.9151 0.0 0.0 0.0 0.000
H 4.7713 2.5837 0.3884 0.1 0.1 -0.1 0.000
H 3.2419 1.0519 5.7794 0.0 0.0 0.1 0.001
C 0.9957 -0.1395 -1.9413 1.3 -0.2 -0.7 0.070
H -2.2178 -0.7524 -5.2854 0.0 0.0 0.0 0.000
H -4.7600 -0.2475 -1.4024 0.2 -0.1 0.1 0.004
C 4.6525 1.5297 0.6393 -0.1 0.0 0.0 0.018
C -2.4478 5.1012 -1.3290 0.3 -0.3 -0.1 0.002
H 4.1540 -3.7063 1.0059 0.0 0.0 0.0 0.000
C 1.5059 -0.6251 -4.3181 0.0 0.1 0.2 0.005
C 2.9712 0.8999 2.4074 -0.2 0.2 -0.3 0.162
H 0.0278 -4.3483 1.8744 -0.1 0.0 0.0 0.000
Pt -1.8472 0.2929 -0.8328 -0.4 0.1 0.7 1.350
C -4.7796 3.5980 -1.1295 0.2 -0.1 -0.1 0.005
H 6.1007 2.1248 2.8124 0.1 0.0 -0.1 0.001
C -4.8070 4.9997 -0.9855 0.0 0.2 0.0 0.001
C -0.8045 -0.4779 -3.7060 -0.2 0.1 0.4 0.036
H -1.1627 -1.2631 0.7523 0.1 -0.5 0.4 0.003
H -6.8657 0.9267 -1.3377 -0.1 0.0 0.0 0.001
H 1.1068 0.3178 5.2037 0.0 0.0 0.1 0.001
H -0.8406 -1.0590 2.4747 0.0 0.0 0.1 0.019
Br -0.7243 3.0007 -2.0518 -0.3 0.5 0.1 0.040
C -0.1979 -0.9014 -5.9859 -0.1 0.0 0.0 0.003
H -1.5836 -0.3224 -2.9481 0.3 -0.2 -0.5 0.026
C -3.0792 -5.2307 -1.1092 -0.1 -0.3 0.2 0.000
N 0.1349 0.0272 -0.9803 -1.1 0.5 0.9 0.411
O -0.7399 -2.5486 -1.5735 0.7 0.4 0.1 0.033
C 4.2321 1.3837 2.0737 0.0 0.0 -0.2 0.014
C -3.5362 2.9103 -1.3014 -0.2 -0.1 0.0 0.032
H 3.8966 1.1037 -0.0216 0.2 0.0 -0.2 0.014
```
Forces are in eV/Å.

Computed properties:
Kohn-Sham gap (alpha / beta) = 4.44 / 3.21 eV
2S+1 = 6
LUMO level (alpha / beta) = 3.6 / 2.4 eV
net charge = -2

***

The following is a quantum chemistry calculation of 4 unconnected molecules or ions with the total composition C3H14NO3S at a distorted geometry, from OMol25.

```
22
Properties=species:S:1:pos:R:3:forces:R:3:nbo_charge:R:1
H 0.0492 0.5833 -1.4694 -2.6 -0.4 -2.5 0.504
O -0.7198 0.3043 -2.1836 2.1 2.2 2.5 -1.006
C 0.9072 1.7004 1.3065 -3.4 2.7 -2.2 -0.499
H -1.1139 1.3435 0.5766 0.7 -1.3 0.2 0.204
O 2.2805 -0.6743 -1.9664 -2.2 2.7 -2.6 -0.990
H -1.5037 0.7930 -1.8569 0.8 -0.4 -0.2 0.471
H 0.4585 -0.7700 0.5237 -0.8 -0.1 1.3 0.181
H 2.7063 -1.0498 -1.2548 1.4 -0.7 2.6 0.459
H 0.5122 2.6191 1.6929 0.9 0.6 1.3 0.200
S 1.5257 2.6197 -0.3003 -0.6 -2.1 0.4 -0.742
H 0.4491 -0.9681 2.4079 -1.2 1.4 -1.9 0.180
H -1.0181 1.2595 2.2420 -0.4 0.2 1.6 0.182
C -0.4705 0.9221 1.4057 2.2 0.3 -1.7 -0.441
C -0.1654 -0.5640 1.4649 -1.3 -1.2 -0.1 -0.214
O -1.1301 -2.1106 -1.9780 1.6 -3.3 3.3 -0.956
N -1.4811 -1.3793 1.4290 0.8 0.0 -0.8 -0.894
H -0.9511 -1.4722 -2.6004 0.1 2.6 -2.3 0.485
H -0.2466 -2.0134 -1.4920 -1.8 -0.5 -0.7 0.464
H 2.0517 0.3016 -1.7737 0.8 -1.7 0.2 0.508
H -1.4107 -1.8503 0.5138 -0.9 0.3 0.7 0.374
H -2.3944 -0.8490 1.4751 2.0 -0.4 -0.3 0.355
H 1.6649 1.2547 1.8372 1.7 -0.9 1.3 0.174
```
Forces are in eV/Å.

Computed properties:
Kohn-Sham gap = 6.96 eV
LUMO level = 3.7 eV
net charge = -1
energy above the lowest of the compared OMol25 structures with the same formula, charge and spin = 3.118 eV

***

The following is a quantum chemistry calculation of a single C6H11BN2 molecule at a distorted geometry, from OMol25.

```
20
Properties=species:S:1:pos:R:3:forces:R:3:nbo_charge:R:1
H 3.1198 1.0163 0.3669 -1.7 -0.2 0.1 0.395
H -1.0846 2.6483 0.6046 -0.4 1.3 1.7 0.194
H 3.1829 -1.2939 -0.5211 -0.3 0.3 -0.6 0.222
C -0.8331 -1.4653 0.3002 0.2 -2.1 -0.1 -0.240
H -0.0771 2.1750 -0.7236 -0.5 0.0 0.5 0.206
C -2.1761 -1.2406 0.0246 -1.5 -0.9 0.0 -0.312
H 2.2831 -2.3100 0.5693 -1.0 2.0 -2.1 0.229
C -0.2045 -0.2752 0.2564 1.8 0.9 0.8 -0.198
H -1.7750 2.2728 -0.9998 -0.1 0.2 0.6 0.209
N -1.1701 0.6646 0.0859 -0.4 0.6 -0.1 -0.320
C -1.0580 2.0111 -0.2103 2.3 1.4 -3.3 -0.392
H -2.9174 -2.0208 -0.1031 -0.1 0.3 0.2 0.214
H 1.7368 1.9144 0.8455 0.3 -1.7 -0.7 0.394
H -0.3033 -2.4109 0.4993 -0.6 0.6 -0.3 0.223
N 2.0762 0.9897 0.4732 1.8 2.9 0.9 -1.037
H -3.3843 0.6148 -0.2156 2.1 -0.2 0.0 0.221
C -2.3636 0.1212 -0.1023 -2.9 -2.3 0.3 -0.062
B 1.3487 -0.1630 0.2660 -0.3 -0.5 -0.7 0.764
C 2.1204 -1.4276 -0.2879 0.2 -2.6 1.9 -0.954
H 1.4792 -1.8209 -1.1282 1.2 0.0 0.8 0.244
```
Forces are in eV/Å.

Computed properties:
Kohn-Sham gap = 8.62 eV
LUMO level = 0.6 eV
SMILES = CB(N)c1cccn1C
net charge = 0
energy above the lowest of the compared OMol25 structures with the same formula, charge and spin = 0.000 eV

***

The following is a quantum chemistry calculation of a molecular structure, C3H8BrO3PbS at a distorted geometry, from OMol25.

```
17
Properties=species:S:1:pos:R:3:forces:R:3:nbo_charge:R:1
H -0.5415 0.5040 0.4236 -0.1 0.3 0.2 0.163
H 0.1824 -1.1098 -2.3835 0.1 0.1 -0.7 0.254
H 0.2738 -1.6445 1.4724 1.1 -0.4 0.4 0.226
H 0.8091 1.3376 1.2603 0.1 0.1 -0.3 0.217
S 1.4199 0.6622 -1.5197 -1.0 0.3 1.4 2.378
Br -3.4207 0.4859 0.7166 -0.7 -1.8 1.7 -0.500
O 2.6036 0.2976 -2.2076 -0.1 -0.4 0.1 -0.881
C -0.0219 -0.0434 -2.3286 0.4 0.4 0.6 -0.877
H -0.8936 0.0419 -1.6807 0.1 0.4 0.1 0.223
H 1.0638 -0.4850 2.8096 0.8 -0.8 -0.5 0.245
O 1.2011 2.0175 -1.1091 -0.2 0.1 -0.7 -0.939
H -0.1817 0.5309 -3.2364 0.0 -0.5 -0.3 0.261
C 0.4003 -0.6880 1.9746 -2.0 1.0 0.1 -0.621
O 1.2890 -0.1745 -0.1339 1.0 0.0 -0.6 -0.736
C 0.4418 0.3882 0.8814 -0.1 -0.9 0.3 -0.069
Pb -4.0611 -1.5073 2.5483 0.7 1.9 -1.7 1.498
H -0.5642 -0.6132 2.5126 -0.2 0.4 -0.2 0.158
```
Forces are in eV/Å.

Computed properties:
Kohn-Sham gap = 6.03 eV
LUMO level = -7.4 eV
net charge = +1
energy above the lowest of the compared OMol25 structures with the same formula, charge and spin = 1.459 eV

***

The following is a quantum chemistry calculation of a single C4H9NS molecule at a distorted geometry, from OMol25.

```
15
Properties=species:S:1:pos:R:3:forces:R:3:nbo_charge:R:1
C -0.1439 0.0630 0.4272 0.9 -1.0 -1.0 -0.160
H -1.6000 -1.4825 0.7745 0.0 -0.2 -0.3 0.211
C 1.0461 -0.6652 -0.3414 -0.8 -0.1 1.6 -0.223
H 0.1942 -0.7025 2.6237 -0.2 -1.5 0.6 0.108
H -2.2322 0.1226 0.4972 -0.2 -0.1 -0.1 0.214
H -0.7476 1.6927 -1.0339 -0.1 0.0 0.1 0.195
C -1.4747 -0.5896 0.1584 -0.6 0.4 0.7 -0.623
H 0.8819 -1.7219 -0.6082 0.4 0.3 0.3 0.187
N 0.8362 0.2584 -1.4112 1.6 0.8 -2.4 -0.629
H -1.6358 -0.7860 -0.9138 0.3 -0.1 0.4 0.229
H 1.7326 0.5921 -1.8556 -1.6 -0.3 0.6 0.360
H 1.9399 -0.4455 0.2636 0.1 -0.6 -0.4 0.179
S 0.2721 0.4807 2.1234 -0.3 1.8 -0.3 -0.005
H 0.8236 1.9845 -0.1302 -1.1 -0.8 -0.5 0.175
C 0.1076 1.1993 -0.5737 1.7 1.5 0.8 -0.219
```
Forces are in eV/Å.

Computed properties:
Kohn-Sham gap = 9.67 eV
LUMO level = 0.9 eV
SMILES = CC1(S)CNC1
net charge = 0
energy above the lowest of the compared OMol25 structures with the same formula, charge and spin = 1.451 eV

***

The following is a quantum chemistry calculation of a molecular structure, C5H10OPTi at a distorted geometry, from OMol25.

```
18
Properties=species:S:1:pos:R:3:forces:R:3:lowdin_spin:R:1
C -0.5311 -0.0339 -1.6335 1.2 0.5 -0.4 -0.001
C 0.9269 1.5288 -0.6458 -1.1 -0.1 -0.5 -0.007
Ti -0.1342 -0.2297 0.5206 -0.7 1.3 -0.4 0.879
H -2.3848 1.1601 -1.2191 0.3 0.0 0.2 0.000
H 1.7541 -0.2639 -1.7370 -0.2 0.2 0.1 0.007
H -0.7261 2.9403 -0.0409 0.1 -0.3 0.0 0.001
H 1.8291 2.0816 -0.3950 -0.2 -0.2 0.2 0.001
C -0.4237 1.9973 -0.4949 0.5 -0.8 -0.6 -0.006
P -0.1591 -2.6175 0.5959 0.3 -0.3 0.6 0.072
C 0.9011 0.2652 -1.3255 -1.0 0.1 -0.7 0.016
H -1.2531 -3.3474 0.0155 0.4 -0.2 0.3 0.003
C -1.3073 1.0503 -1.1152 0.7 0.0 0.5 -0.011
H -0.2612 -3.0718 1.9630 0.0 -0.6 -0.8 0.017
H 0.9752 -3.3841 0.1584 -0.7 0.1 0.2 0.008
H 0.5405 0.3270 3.1274 0.0 0.5 -0.7 0.002
O 0.4483 0.7291 2.2413 0.6 0.4 2.1 0.014
H -0.8731 -0.8083 -2.3121 0.0 0.2 0.1 0.004
H 0.6786 1.6769 2.2971 -0.2 -0.7 -0.1 0.000
```
Forces are in eV/Å.

Computed properties:
Kohn-Sham gap (alpha / beta) = 5.07 / 4.50 eV
2S+1 = 2
LUMO level (alpha / beta) = -0.2 / 0.0 eV
net charge = 0

***

The following is a quantum chemistry calculation of a single C5H5NO molecule at a distorted geometry, from OMol25.

```
12
Properties=species:S:1:pos:R:3:forces:R:3:nbo_charge:R:1
C 1.3347 -0.1819 0.6339 -1.5 0.1 5.9 -0.254
C -0.5434 1.2026 -0.1162 -1.2 3.3 0.3 0.624
H 0.4730 -0.5716 1.3690 1.8 0.3 -2.0 0.205
H 1.9447 -0.1421 -1.4227 1.2 -0.5 -0.9 0.223
H 0.2820 -0.9001 -1.1044 1.2 0.6 0.2 0.231
C 1.1576 -0.2939 -0.7531 -1.0 -1.1 -1.8 -0.276
O -1.0049 2.3554 0.0063 1.1 -3.8 -0.4 -0.491
C -1.4538 0.0084 -0.2643 0.7 1.2 0.7 -0.178
H -3.1035 -1.5480 0.4473 3.1 1.7 -1.6 0.283
H 2.2100 -0.0141 1.3259 -0.5 -0.2 -1.7 0.235
N 0.8722 1.0031 -0.1320 -1.5 -0.1 -0.1 -0.424
C -2.1685 -0.9177 0.0104 -3.4 -1.6 1.6 -0.178
```
Forces are in eV/Å.

Computed properties:
Kohn-Sham gap = 10.76 eV
LUMO level = 0.3 eV
SMILES = C#CC(=O)N1CC1
net charge = 0
energy above the lowest of the compared OMol25 structures with the same formula, charge and spin = 4.578 eV